92
Properties=species:S:1:pos:R:3:lowdin_charge:R:1 method="wB97M-V/def2-TZVPD" charge=+2 gap_ev=7.66 relative_energy_ev=0.9180 lumo_ev=-5.3 e_homo_ev=-13.01
Sn -0.39 -0.29 1.95 1.16
S 1.00 0.50 3.90 0.58
C 2.32 0.07 2.82 -0.77
C 3.66 0.07 3.21 -0.07
C 4.62 -0.19 2.26 -0.03
C 4.24 -0.43 0.94 -0.04
C 2.90 -0.45 0.64 -0.13
N 1.96 -0.21 1.56 -0.11
H 3.91 0.27 4.24 0.12
H 5.67 -0.19 2.53 0.12
H 4.98 -0.60 0.16 0.12
H 2.56 -0.64 -0.37 0.10
C -0.91 -4.41 1.73 -0.21
Si -2.34 -3.57 0.90 0.33
C -3.38 -2.64 2.13 -0.23
C -3.39 -4.84 0.02 -0.22
Sb -1.86 -2.31 -1.35 1.35
Si -4.06 -0.85 -1.76 0.45
C -3.98 0.05 -3.37 -0.17
C -3.99 0.18 -0.24 -0.19
C -5.41 -2.10 -1.71 -0.21
Si 0.16 -3.68 -2.41 0.44
C 1.34 -3.65 -1.00 -0.19
C 0.80 -2.78 -3.89 -0.19
C -0.54 -5.35 -2.74 -0.21
H -1.31 -4.95 2.60 0.06
H -0.14 -3.73 2.08 0.02
H -0.45 -5.16 1.08 0.03
H -3.51 -3.28 3.01 0.06
H -4.37 -2.42 1.72 0.03
H -2.93 -1.71 2.46 -0.03
H -3.77 -5.58 0.74 0.06
H -2.83 -5.39 -0.74 0.02
H -4.26 -4.40 -0.48 0.01
H -2.95 0.21 -3.69 0.02
H -4.48 1.02 -3.27 0.02
H -4.49 -0.53 -4.14 0.05
H -3.05 0.74 -0.15 0.01
H -4.09 -0.45 0.65 0.02
H -4.82 0.90 -0.24 0.05
H -5.26 -2.90 -2.45 0.05
H -6.36 -1.61 -1.95 0.06
H -5.51 -2.56 -0.72 0.02
H 1.53 -2.62 -0.68 0.01
H 2.29 -4.08 -1.33 0.06
H 0.98 -4.21 -0.14 0.01
H 1.57 -2.07 -3.59 0.04
H 0.02 -2.23 -4.41 0.03
H 1.24 -3.50 -4.59 0.06
H -0.88 -5.83 -1.82 0.02
H 0.24 -5.99 -3.17 0.06
H -1.37 -5.32 -3.45 0.05
O -1.00 -0.51 -3.03 -0.09
C -0.34 -0.12 -2.08 -0.58
O -0.51 -0.70 -0.89 -0.37
C 0.70 0.94 -2.23 -0.14
C 1.23 1.60 -1.12 -0.05
C 2.20 2.56 -1.29 -0.05
C 2.67 2.86 -2.56 -0.05
C 2.14 2.20 -3.67 -0.04
C 1.15 1.26 -3.51 0.00
H 0.87 1.35 -0.13 0.06
H 2.61 3.08 -0.43 0.11
H 3.44 3.61 -2.70 0.12
H 2.52 2.42 -4.66 0.12
H 0.71 0.75 -4.36 0.13
C -1.19 6.20 0.20 0.04
N -0.71 4.94 0.76 -0.03
N -1.42 3.76 0.66 0.07
C -0.73 2.78 1.30 -0.39
O -1.21 1.59 1.34 -0.27
C 0.46 3.37 1.79 0.05
C 0.42 4.70 1.44 -0.23
C 1.43 5.78 1.68 0.01
C -2.75 3.70 0.14 -0.21
C -2.95 3.22 -1.14 -0.02
C -4.23 3.23 -1.68 -0.08
C -5.29 3.71 -0.92 -0.06
C -5.09 4.17 0.37 -0.04
C -3.81 4.17 0.91 0.01
H -1.88 5.99 -0.61 0.10
H -0.35 6.75 -0.19 0.10
H -1.70 6.80 0.95 0.11
H 1.21 2.86 2.37 0.09
H 2.19 5.42 2.37 0.09
H 0.97 6.67 2.11 0.10
H 1.91 6.06 0.74 0.10
H -2.10 2.86 -1.72 0.13
H -4.40 2.87 -2.69 0.10
H -6.29 3.73 -1.35 0.12
H -5.92 4.54 0.96 0.12
H -3.62 4.53 1.92 0.13

86
Properties=species:S:1:pos:R:3:lowdin_charge:R:1 method="wB97M-V/def2-TZVPD" charge=+2 gap_ev="8.43 / 6.24" relative_energy_ev=0.0386 lumo_ev="-6.1 / -8.8" multiplicity=5 e_homo_ev="-14.55 / -15.05"
Os -0.23 -1.46 -0.14 1.60
C -5.66 -0.35 0.00 -0.04
C -4.38 -1.19 -0.02 -0.36
C -4.35 -2.15 1.17 -0.05
C -3.16 -0.31 -0.03 -0.16
C -2.25 -0.34 -1.11 -0.07
C -1.18 0.57 -1.20 -0.25
C -0.70 1.03 -2.56 -0.35
C -1.52 2.30 -2.88 -0.01
C -0.90 0.03 -3.70 -0.05
C -0.81 1.28 -0.02 -0.11
C -1.74 1.37 1.05 -0.09
C -2.91 0.61 0.98 0.03
C -1.65 2.27 2.28 -0.34
C -0.29 2.46 2.95 -0.03
C -2.32 3.62 1.98 -0.02
C 0.49 2.02 0.02 -0.19
C 0.47 3.41 -0.14 -0.03
C 1.62 4.17 0.02 -0.02
C 2.81 3.55 0.37 -0.02
C 2.86 2.17 0.48 -0.07
C 1.72 1.39 0.28 -0.27
P 1.96 -0.42 0.22 1.11
C 3.10 -0.77 -1.24 -0.64
C 4.42 0.01 -1.21 -0.06
C 3.40 -2.28 -1.28 -0.07
C 2.39 -0.34 -2.52 -0.08
C 2.69 -1.08 1.83 -0.65
C 4.22 -0.96 1.90 -0.07
C 2.11 -0.29 3.00 -0.08
C 2.33 -2.57 1.97 -0.09
H -6.52 -1.00 -0.11 0.10
H -5.68 0.38 -0.82 0.09
H -5.77 0.19 0.94 0.09
H -4.37 -1.78 -0.94 0.14
H -4.41 -1.60 2.11 0.08
H -3.45 -2.77 1.19 0.06
H -5.22 -2.82 1.13 0.10
H -2.52 -0.90 -2.00 0.13
H 0.34 1.32 -2.50 0.11
H -2.59 2.06 -2.92 0.10
H -1.22 2.69 -3.85 0.10
H -1.37 3.08 -2.14 0.07
H -1.96 -0.04 -3.97 0.09
H -0.53 -0.97 -3.48 0.05
H -0.38 0.39 -4.59 0.10
H -3.63 0.71 1.78 0.14
H -2.29 1.77 3.02 0.13
H 0.36 3.14 2.42 0.08
H 0.23 1.51 3.08 0.05
H -0.46 2.88 3.94 0.10
H -1.70 4.23 1.34 0.07
H -2.46 4.16 2.92 0.10
H -3.29 3.50 1.51 0.09
H -0.47 3.90 -0.36 0.11
H 1.58 5.24 -0.11 0.13
H 3.70 4.14 0.53 0.13
H 3.80 1.70 0.72 0.10
H 5.01 -0.12 -0.31 0.07
H 4.26 1.07 -1.38 0.08
H 5.02 -0.36 -2.05 0.11
H 4.06 -2.59 -0.48 0.07
H 3.92 -2.49 -2.22 0.11
H 2.50 -2.89 -1.27 0.07
H 2.25 0.74 -2.55 0.08
H 1.44 -0.85 -2.68 0.04
H 3.04 -0.60 -3.36 0.11
H 4.57 0.07 1.84 0.08
H 4.73 -1.56 1.16 0.07
H 4.52 -1.34 2.88 0.11
H 2.38 0.77 2.96 0.08
H 2.52 -0.70 3.92 0.11
H 1.02 -0.36 3.06 0.04
H 2.76 -3.18 1.17 0.07
H 1.26 -2.75 2.01 0.04
H 2.75 -2.92 2.91 0.11
C -1.06 -4.45 -2.63 0.06
C -0.79 -3.35 -1.68 -0.60
O 0.11 -2.45 -1.91 -0.19
O -1.42 -3.19 -0.59 -0.07
H -0.27 -4.51 -3.38 0.11
H -2.01 -4.25 -3.13 0.12
H -1.17 -5.38 -2.09 0.11
S -1.76 -2.09 4.12 0.93
C -1.16 -1.73 2.74 -0.84
N -0.69 -1.40 1.68 -0.15